[1]
DFT (wB97M-V/def2-TZVPD) results for a cluster of 12 separate species, C34H68ClN22O17P in total.

HOMO level, eV: -7.6
Charge: 0
SMILES: CC(=O)OCCc1ccc(OC[C@@H](C)O)c2c1C(=O)c1c(Cl)cc(P(C)C)cc1C2=O.NC(N)=O.NC(N)=O.NC(N)=O.NC(N)=O.NC(N)=O.NC(N)=O.NC(N)=O.NC(N)=O.NC(N)=O.NC(N)=O.NC(N)=O
Gap between HOMO and LUMO, eV: 6.339

Each line ends with the Mulliken charge.
Geometry (Å):
C 2.7619 0.2880 3.2263  -0.6879
C 3.8257 -1.0025 3.2255  0.7175
O 3.6269 -1.9678 4.1266  -0.6539
O 4.9204 -0.9248 2.2456  -0.2853
C 4.9361 -2.0750 1.3284  -0.3904
C 3.9652 -1.9326 0.0151  -0.1359
C 3.9392 -0.4453 -0.6742  0.3011
C 5.0691 0.7314 -0.5118  -0.4718
C 4.9286 2.2009 -1.2976  -0.4232
C 3.6301 2.5733 -2.2809  -0.0088
O 3.4708 3.8679 -2.9677  -0.3885
C 2.5479 4.7664 -2.2569  -0.2971
C 3.4731 5.9628 -1.5618  0.3118
C 2.8266 7.4641 -1.7068  -1.0886
O 3.6779 5.6019 -0.1498  -0.5056
C 2.4936 1.3722 -2.4281  0.4370
C 2.6316 -0.1060 -1.6580  0.0750
C 1.4051 -1.2194 -1.8729  -0.1198
O 1.5984 -2.5229 -2.0894  -0.4858
C -0.1322 -0.5619 -1.8465  -0.0125
C -1.4037 -1.2916 -1.0813  -0.0657
Cl -1.1979 -2.9494 -0.2087  -0.1953
C -2.8622 -0.5343 -1.0862  -0.2439
C -2.9717 0.9138 -1.8493  0.2074
P -4.6496 1.9040 -1.8516  0.2241
C -4.1751 3.5365 -0.9016  -0.8393
C -5.7195 0.9379 -0.5544  -0.7298
C -1.7200 1.6713 -2.6351  -0.4881
C -0.2668 0.9112 -2.6265  0.5570
C 1.1009 1.5665 -3.3318  0.0983
O 1.0804 2.1837 -4.5348  -0.5672
H 1.7596 -0.0627 3.7179  0.3207
H 2.6521 0.5785 2.0764  0.1776
H 3.2673 1.1530 3.8499  0.2530
H 4.5449 -3.0310 1.9269  0.3222
H 6.0407 -2.3711 0.9861  0.0503
H 4.3127 -2.7781 -0.7525  0.3295
H 2.8756 -2.2741 0.3591  0.2096
H 6.0043 0.5724 0.1793  0.2625
H 5.7193 3.0691 -1.1745  0.2676
H 1.8723 4.1958 -1.4657  0.2064
H 1.7884 5.3374 -2.9649  0.2057
H 4.5244 5.9050 -2.1109  0.2694
H 3.4968 8.0876 -2.4513  0.2476
H 2.7787 8.0289 -0.6755  0.2803
H 1.7246 7.4766 -2.1412  0.2924
H 2.7743 5.4163 0.2590  0.3266
H -3.7536 -1.0832 -0.5347  0.2716
H -3.2979 3.2532 -0.1432  0.2794
H -5.0572 3.9306 -0.2413  0.3034
H -3.7064 4.3506 -1.6201  0.2443
H -6.1362 -0.0721 -0.9842  0.2269
H -5.0591 0.6869 0.4025  0.2664
H -6.5804 1.6591 -0.1524  0.1232
H -1.8114 2.7052 -3.1834  0.2544
N 4.2071 -5.7431 3.7175  -0.3637
C 4.7097 -5.8225 2.4722  0.5873
N 5.0999 -7.0563 2.1048  -0.4182
O 4.8040 -4.8535 1.7355  -0.6126
H 4.1214 -6.5296 4.3389  0.1541
H 3.9014 -4.8320 4.0336  0.1811
H 5.4842 -7.1598 1.1747  0.2467
H 5.0303 -7.8663 2.6973  0.1472
N 1.8131 1.0495 8.1648  -0.5548
C 1.7460 0.3007 7.0493  0.6743
N 2.9399 -0.0710 6.5532  -0.2476
O 0.6877 -0.0158 6.5294  -0.6952
H 2.6750 1.3203 8.6075  0.1913
H 0.9368 1.3505 8.5708  0.2662
H 2.9342 -0.6359 5.7139  0.1527
H 3.8219 0.1797 6.9670  0.1603
N 2.1386 5.4530 5.4192  -0.3230
C 2.4502 4.3144 6.0642  0.5804
N 1.5506 3.9315 6.9882  -0.2767
O 3.4668 3.6801 5.8302  -0.6945
H 1.3063 5.9892 5.5981  0.1816
H 2.7893 5.7765 4.7155  0.2015
H 1.7470 3.0793 7.4968  0.2651
H 0.7077 4.4404 7.1951  0.1557
N -3.2074 2.5628 -6.3608  -0.3884
C -4.2247 2.8254 -5.5208  0.6576
N -5.4308 2.4242 -5.9612  -0.4002
O -4.0662 3.3825 -4.4461  -0.6037
H -3.3180 2.1050 -7.2499  0.1832
H -2.2823 2.8483 -6.0674  0.1695
H -6.2238 2.6029 -5.3590  0.2442
H -5.5813 1.9640 -6.8431  0.1568
N -0.9724 8.5623 3.6896  -0.3874
C -1.4183 7.4541 4.3081  0.6736
N -2.4937 6.8871 3.7322  -0.3702
O -0.8901 6.9999 5.3107  -0.6763
H -1.3940 8.9515 2.8631  0.1709
H -0.1645 9.0202 4.0908  0.2190
H -2.8614 6.0506 4.1665  0.1953
H -2.9426 7.2463 2.9066  0.1623
N 0.5461 -6.2894 -3.2548  -0.1822
C 1.7416 -6.3147 -3.8711  0.6050
N 2.4284 -5.1598 -3.8059  -0.2868
O 2.1685 -7.3052 -4.4431  -0.7207
H 0.1775 -5.4834 -2.7786  0.1100
H -0.0032 -7.1385 -3.2802  0.2020
H 3.3335 -5.1362 -4.2571  0.1844
H 2.0935 -4.3337 -3.3396  0.2297
N -1.9518 -0.4006 -6.4141  -0.2221
C -1.4492 -0.4800 -7.6593  0.6593
N -1.0590 -1.7138 -8.0268  -0.3937
O -1.3549 0.4890 -8.3961  -0.6718
H -2.0375 -1.1871 -5.7926  0.1848
H -2.2575 0.5105 -6.0980  0.1089
H -0.6747 -1.8173 -8.9569  0.2294
H -1.1287 -2.5238 -7.4343  0.1621
N -9.0364 2.7148 2.2571  -0.3658
C -7.9147 3.4458 2.3874  0.6913
N -7.7596 4.0210 3.5935  -0.4156
O -7.1034 3.5765 1.4845  -0.6289
H -9.7163 2.5954 2.9890  0.1610
H -9.1916 2.2645 1.3646  0.2050
H -6.9282 4.5802 3.7335  0.2120
H -8.4165 3.9250 4.3493  0.1485
N 7.4579 -4.9221 0.7186  -0.2791
C 8.2849 -4.3410 1.6062  0.6315
N 9.5738 -4.2971 1.2234  -0.4267
O 7.8974 -3.8902 2.6726  -0.6143
H 7.7583 -5.2992 -0.1645  0.1656
H 6.4789 -4.9757 0.9679  0.2035
H 10.2298 -3.8677 1.8628  0.2380
H 9.9121 -4.6629 0.3494  0.1478
N -9.1109 -2.2314 1.3808  -0.4163
C -8.9445 -1.3186 0.4069  0.6537
N -9.3404 -1.7245 -0.8130  -0.4013
O -8.4726 -0.2117 0.6134  -0.6094
H -9.4977 -3.1480 1.2303  0.1583
H -8.8257 -1.9661 2.3144  0.2273
H -9.2323 -1.0673 -1.5745  0.2278
H -9.7312 -2.6318 -1.0028  0.1599
N -1.9773 -10.4570 -1.7517  -0.4139
C -1.8109 -9.5441 -2.7256  0.6570
N -2.2067 -9.9500 -3.9455  -0.3833
O -1.3389 -8.4372 -2.5191  -0.7030
H -2.3640 -11.3735 -1.9022  0.1605
H -1.6921 -10.1916 -0.8181  0.2211
H -2.0987 -9.2928 -4.7070  0.2199
H -2.5976 -10.8574 -4.1353  0.1687

Forces on atoms 1 to 6 (eV/Å):
C 1.5 -0.8 -0.8
C -1.2 -2.5 3.2
O 1.7 5.1 -5.7
O -3.0 -0.9 1.4
C -0.1 -2.5 -0.2
C 0.0 0.0 0.4

[2]
DFT (wB97M-V/def2-TZVPD) results for a structure of composition C47H58BrCl2N2O3PS2Ti.

HOMO level, eV: -7.1
Relative energy (zero: lowest compared OMol25 entry of this formula, charge and spin), kcal/mol: 35.9
Charge: 0
Gap between HOMO and LUMO, eV: 5.955

Each line ends with the Mulliken charge.
Geometry (Å):
Ti 0.2419 -0.0179 1.0518  0.1506
C 1.1528 1.8857 4.0708  -1.3853
N 1.7077 0.6289 3.5457  1.6859
C 1.5254 -0.4827 4.4623  -1.3085
C 0.0685 -0.8820 4.6022  -1.2415
N -0.5005 -1.3713 3.3420  1.1938
C -0.1468 -2.7842 3.1685  -1.6273
C -1.9734 -1.1507 3.2109  1.0541
C -2.7344 -2.1668 4.0416  -1.2693
C -3.9971 -2.5645 3.8755  -1.1419
C -4.9804 -1.9890 2.9646  -0.6913
C -4.8261 -1.1656 1.9177  -0.6946
C -3.5917 -0.7118 1.2747  0.9613
S -3.6843 0.4086 0.1069  -0.3455
C 3.0816 0.8827 3.2013  -1.2549
C 4.1244 0.5937 4.0756  -0.4578
C 5.4392 0.8787 3.7352  -1.0110
C 5.7091 1.4802 2.5149  -0.8047
C 4.6729 1.7721 1.6429  -0.5172
C 3.3471 1.4715 1.9606  0.9840
S 2.0925 1.7455 0.7724  -0.7551
H 1.7411 2.2343 4.9298  0.3898
H 0.1201 1.7657 4.3892  0.5096
H 1.1784 2.6376 3.2839  0.2680
H 1.8941 -0.2588 5.4751  0.5410
H 2.1124 -1.3231 4.0852  0.4089
H -0.5174 -0.0373 4.9569  0.5358
H 0.0000 -1.6499 5.3860  0.5221
H -0.4823 -3.3990 4.0111  0.5524
H 0.9331 -2.8777 3.0934  0.4384
H -0.5646 -3.1816 2.2474  0.2633
H -2.1832 -2.6054 4.8654  0.2337
H -4.3847 -3.3123 4.5585  0.4118
H -6.0085 -2.2177 3.2292  0.4028
H -5.7173 -0.7676 1.4471  0.4843
H 3.9063 0.1358 5.0329  0.4035
H 6.2411 0.6405 4.4229  0.4173
H 6.7295 1.7107 2.2314  0.3785
H 4.8875 2.2128 0.6764  0.4587
Cl -5.0345 2.1539 5.9412  -0.2412
C -3.7835 1.8525 4.7681  -0.3180
C -3.2406 2.9147 4.0736  -0.4649
C -2.2399 2.6568 3.1555  0.8028
Cl -1.5206 3.9586 2.2780  -0.2147
C -1.7841 1.3538 2.9185  -0.8894
O -0.7970 1.1667 2.0763  0.1633
C -2.3779 0.2789 3.6030  0.3484
C -2.3017 -1.4060 1.6867  -1.1387
O -1.2346 -1.1487 0.8493  0.8168
C -3.3658 0.5533 4.5430  -1.0835
H -3.5793 3.9280 4.2422  0.4918
H -2.5535 -2.4742 1.5922  0.8073
H -3.8356 -0.2436 5.0978  0.6097
Br 4.3425 -5.3403 -0.3309  -0.2180
C 3.2682 -3.8596 0.1764  -0.5780
C 1.9147 -3.8641 -0.1138  -0.6200
C 1.1415 -2.7763 0.2704  -0.5670
C 1.6658 -1.6587 0.9451  2.2826
C 3.0391 -1.6996 1.1884  -0.0671
C 3.8361 -2.7828 0.8259  -0.6554
H 1.4701 -4.7085 -0.6265  0.4832
H 0.0842 -2.8124 0.0408  0.2391
H 3.5424 -0.8743 1.6666  -0.0978
H 4.8980 -2.7738 1.0389  0.5027
O 0.3465 0.1564 -0.8445  0.2396
P 0.0563 0.3922 -2.3251  -1.5464
C 1.4500 -0.3784 -3.1909  0.7478
C 2.7872 0.1499 -2.5917  0.1985
C 3.5251 1.0328 -3.5886  -0.8696
C 3.9051 0.2467 -4.8464  -0.7335
C 2.7979 -0.7395 -5.2610  -1.0719
C 1.4375 -0.3066 -4.7250  -0.2657
C -1.5084 -0.4190 -2.7268  1.7080
C -1.4030 -1.9268 -2.3408  1.1157
C -1.6536 -2.8398 -3.5327  -1.3580
C -3.0400 -2.6055 -4.1280  -0.7407
C -3.3560 -1.1003 -4.2642  -1.0490
C -2.1045 -0.2346 -4.1314  -0.4589
C 0.0680 2.1897 -2.5876  0.6899
C -0.4962 2.7122 -3.9269  -1.1256
C -1.9179 3.2382 -3.7531  -0.7361
C -1.9326 4.4678 -2.8366  -0.9917
C -0.8527 4.3659 -1.7485  -1.1370
C -0.5815 2.9130 -1.3838  0.4311
H 1.3562 -1.4315 -2.9048  0.6213
H 3.4105 -0.7117 -2.3350  0.6088
H 2.6259 0.6601 -1.6404  -0.6539
H 4.4143 1.4586 -3.1210  0.6322
H 2.8969 1.8890 -3.8592  0.0436
H 4.8298 -0.3052 -4.6617  0.3427
H 4.1232 0.9375 -5.6639  0.3757
H 3.0154 -1.7391 -4.8712  0.4015
H 2.7640 -0.8406 -6.3466  0.4651
H 0.6501 -0.9466 -5.1233  0.1778
H 1.2136 0.7077 -5.0736  0.1595
H -2.1911 0.0494 -2.0124  -0.9174
H -2.1198 -2.1293 -1.5413  0.1858
H -0.4325 -2.1560 -1.9023  -1.0519
H -1.5421 -3.8827 -3.2297  0.5205
H -0.8805 -2.6672 -4.2887  0.2332
H -3.7875 -3.0799 -3.4874  0.3228
H -3.1146 -3.1019 -5.0976  0.4432
H -4.0659 -0.7890 -3.4919  0.3438
H -3.8411 -0.8946 -5.2195  0.4863
H -2.3639 0.8072 -4.3046  0.2189
H -1.3818 -0.5050 -4.9038  0.1459
H 1.1413 2.4186 -2.5548  0.5851
H -0.4403 1.9616 -4.7170  0.5501
H 0.1424 3.5315 -4.2692  0.4391
H -2.5443 2.4534 -3.3169  0.1175
H -2.3620 3.4709 -4.7232  0.5867
H -2.9199 4.5627 -2.3774  0.3641
H -1.7830 5.3759 -3.4260  0.3637
H -1.1488 4.9223 -0.8583  0.3860
H 0.0810 4.8223 -2.0943  0.3711
H -1.5160 2.4252 -1.0960  -0.0281
H 0.0756 2.8495 -0.5204  -0.4249

Forces on atoms 1 to 6 (eV/Å):
Ti 0.7 -0.4 1.0
C 0.0 0.1 0.1
N 0.0 0.1 -0.2
C 0.0 -0.1 0.1
C -0.1 0.0 0.0
N -0.2 0.2 0.0

[3]
DFT (wB97M-V/def2-TZVPD) results for a structure of composition C8H4Cl2CuF18O18S6.

2S+1: 3
HOMO level (alpha / beta), eV: -1.7 / -1.7
Charge: -3
Gap between HOMO and LUMO (alpha / beta), eV: 7.727 / 4.385

Each line ends with the Löwdin spin population.
Geometry (Å):
Cu -0.2088 0.2053 -0.3750  0.8846
C 3.5075 -3.0516 0.2170  0.0016
F 4.3910 -2.4089 -0.5565  0.0002
F 2.7519 -3.8332 -0.5125  0.0001
F 4.0982 -3.8039 1.1667  0.0005
S 2.3116 -1.8094 1.1677  0.0013
O 3.2408 -0.9482 1.9232  0.0040
O 1.6889 -1.0079 0.0997  0.0227
O 1.3717 -2.5910 1.9835  -0.0004
C -0.8047 -4.7255 -0.0018  -0.0100
F -1.2424 -4.9274 -1.2324  -0.0021
F -1.0652 -5.8129 0.7304  -0.0024
F 0.5316 -4.5031 0.0331  -0.0022
S -1.6063 -3.1079 0.7454  -0.0567
O -1.2789 -3.1848 2.1836  0.4274
O -0.9692 -1.8649 0.2524  0.4160
O -3.0108 -3.1391 0.4124  0.1922
C 0.0744 4.3681 -2.7320  0.0004
F 0.0104 4.9202 -3.8900  0.0001
F 1.3698 4.0984 -2.6208  0.0000
F -0.3444 5.2355 -1.7691  0.0000
S -0.8861 2.7435 -2.7337  0.0005
O -0.4959 1.8908 -3.9104  -0.0001
O -0.5327 2.0772 -1.4603  0.0038
O -2.3574 2.9500 -2.7614  0.0002
C -4.2557 0.3374 1.4531  0.0004
F -5.5283 0.0374 1.5352  0.0001
F -4.0876 1.6332 1.8386  0.0000
F -3.5022 -0.4944 2.2286  -0.0004
S -3.7642 0.4371 -0.3953  -0.0001
O -2.2540 0.4001 -0.4551  0.0273
O -4.4030 -0.7182 -1.0227  0.0056
O -4.2772 1.7121 -0.9008  0.0069
C -0.8989 1.4296 4.3706  0.0015
F -2.1519 1.5516 3.9653  0.0001
F -0.4049 2.6806 4.4886  0.0001
F -0.9967 0.9732 5.5765  0.0004
S 0.1551 0.5052 3.1151  0.0022
O 1.5495 0.7499 3.4325  0.0035
O -0.2007 -0.8962 3.3869  0.0004
O -0.1431 0.9518 1.7693  0.0193
C 1.0509 -2.7557 -3.6454  0.0040
F 1.2381 -3.4477 -2.5306  0.0004
F 2.2586 -2.2343 -3.8939  0.0002
F 0.7568 -3.4408 -4.7234  0.0013
S -0.3198 -1.4222 -3.3040  0.0051
O 0.1761 -0.7206 -2.1633  0.0368
O -0.4619 -0.6238 -4.5297  0.0028
O -1.5189 -2.2062 -2.8722  0.0009
Cl 2.2093 1.8338 -0.2501  -0.0005
C 2.6459 3.4710 0.1213  -0.0001
C 2.5934 3.7131 1.6266  0.0000
Cl 4.0028 2.9613 2.4424  0.0000
H 2.0017 4.1178 -0.4743  0.0000
H 3.6323 3.5633 -0.3331  0.0000
H 1.6840 3.3330 2.0920  0.0000
H 2.6692 4.7985 1.6920  0.0000

Forces on atoms 1 to 6 (eV/Å):
Cu 0.2 -0.2 -0.1
C -2.1 2.0 1.8
F 0.1 -0.6 0.4
F 0.4 -0.8 -0.9
F 0.7 0.1 -0.6
S 0.7 1.9 2.1

[4]
DFT (wB97M-V/def2-TZVPD) results for a structure of composition C23H22CrN4O6S.

2S+1: 4
HOMO level (alpha / beta), eV: -11.2 / -10.2
Relative energy (zero: lowest compared OMol25 entry of this formula, charge and spin), kcal/mol: 21.0
Charge: +1
Gap between HOMO and LUMO (alpha / beta), eV: 7.610 / 6.510

Each line ends with the Löwdin spin population.
Geometry (Å):
Cr -0.3500 0.1346 -0.4933  3.2557
O 3.2321 -1.6133 4.0111  0.0000
C 3.8456 -1.9951 2.9053  0.0001
O 4.7809 -2.7518 2.9050  0.0000
C 3.3381 -1.4334 1.6175  0.0005
C 4.0180 -1.5384 0.4289  0.0017
N 3.2495 -0.9645 -0.5118  0.0025
N 2.0963 -0.4959 -0.0235  0.0198
C 2.1328 -0.7771 1.2718  0.0024
C 0.9814 -0.3270 2.1053  0.0067
O 1.1157 -0.1796 3.3194  0.0077
O -0.1150 -0.1053 1.4760  0.0174
H 2.4927 -0.9800 3.8362  -0.0001
H 4.9849 -1.9680 0.2220  0.0002
H 3.4679 -0.8401 -1.4848  0.0000
C -0.1394 -4.1996 -0.3161  -0.0006
C -0.3847 -2.8728 0.0475  0.0172
N -0.3365 -1.8743 -0.8161  0.0054
C -0.0842 -2.1714 -2.1178  0.0101
C 0.1847 -3.4635 -2.5728  0.0005
C 0.1635 -4.4984 -1.6200  0.0136
C 0.4463 -3.6616 -3.9701  -0.0023
C 0.4050 -2.6302 -4.8407  -0.0014
C 0.1054 -1.2972 -4.4004  0.0000
C 0.0100 -0.1872 -5.2593  0.0174
C -0.2639 1.0465 -4.7255  -0.0014
C -0.4377 1.1809 -3.3460  0.0198
N -0.3727 0.1559 -2.5131  0.0023
C -0.1132 -1.0726 -3.0400  0.0121
H -0.1843 -4.9726 0.4381  -0.0003
H -0.6109 -2.6088 1.0729  0.0008
H 0.3768 -5.5164 -1.9230  0.0007
H 0.6659 -4.6640 -4.3166  -0.0001
H 0.5984 -2.7912 -5.8942  -0.0001
H 0.1519 -0.3149 -6.3256  0.0009
H -0.3389 1.9235 -5.3527  -0.0004
H -0.6132 2.1483 -2.8926  0.0000
C -2.9579 1.7596 -0.7692  -0.0280
C -1.6473 1.6508 -0.0233  -0.2349
O -0.5058 2.1279 -0.4494  -0.0941
H -3.5080 2.6595 -0.4735  -0.0082
H -3.5877 0.8980 -0.5500  -0.0027
H -2.7717 1.7987 -1.8401  0.0008
O -1.9659 1.9972 1.3807  -0.0338
S -0.7306 2.5268 2.2497  -0.0027
C -1.1565 4.2901 2.4211  -0.0044
C -1.8119 4.4886 3.7934  -0.0005
C -2.4455 3.1513 4.1771  -0.0002
C -1.3894 2.0998 3.8688  0.0009
H -1.8282 4.5064 1.5919  -0.0005
H -0.2387 4.8604 2.2817  -0.0003
H -2.5509 5.2871 3.7494  -0.0001
H -1.0610 4.7747 4.5309  0.0000
H -3.3332 2.9663 3.5701  -0.0001
H -2.7299 3.1162 5.2278  0.0000
H -1.7427 1.0726 3.8126  0.0001
H -0.5366 2.1447 4.5490  0.0002

Forces on atoms 1 to 6 (eV/Å):
Cr 0.6 1.2 1.5
O 0.1 0.0 0.2
C 0.1 0.0 -0.1
O 0.0 0.0 0.0
C -0.3 0.0 0.1
C 0.1 0.0 0.0

| no. | electronic energy (eV) |
| --- | --- |
| 1 | -125749.938 |
| 2 | -207969.130 |
| 3 | -228823.054 |
| 4 | -81707.146 |